{
  "formula": "C10H16",
  "method": "ωB97M-V/def2-TZVPD",
  "symbols": ["C", "C", "C", "C", "C", "C", "C", "H", "H", "H", "H", "H", "H", "H", "H", "C", "C", "C", "H", "H", "H", "H", "H", "H", "H", "H"],
  "coordinates": [[1.627359, 3.079529, -0.298738], [1.084898, 1.825592, -0.933939], [1.943725, 0.928393, -1.521744], [-0.318232, 1.681413, -1.077797], [1.468281, -0.186645, -2.223568], [-0.695567, 0.529993, -1.741649], [0.115006, -0.402746, -2.405753], [1.401202, 3.110622, 0.782233], [1.118385, 3.959772, -0.692469], [3.001728, 1.095987, -1.370005], [-1.014157, 2.444738, -0.774012], [2.130917, -0.921628, -2.669224], [-1.775307, 0.498251, -1.920727], [-0.449208, -1.191882, -2.875321], [2.705867, 3.197206, -0.276407], [-1.229767, -1.223076, 1.609008], [-1.907716, -2.415954, 0.943137], [-0.255401, -1.544146, 2.731706], [-0.674759, -0.650978, 0.859734], [-1.969876, -0.574038, 2.073100], [-2.011548, -3.189917, 1.721330], [-1.467074, -2.956285, 0.112140], [-0.679940, -2.102864, 3.574970], [0.577687, -2.208462, 2.451092], [-2.937257, -2.111677, 0.735939], [0.210754, -0.671198, 3.186963]],
  "forces_ev_per_a": [[-0.47, 0.08, 1.42], [-0.62, 1.47, -0.03], [-0.10, -0.82, 0.09], [2.35, -1.21, -0.47], [0.22, -0.90, -0.68], [-2.35, 0.81, -0.93], [-0.50, 1.60, 1.96], [-0.26, -0.20, -0.25], [0.31, 0.07, -0.23], [0.09, -0.17, -0.24], [-0.13, -0.07, 0.25], [0.37, 0.28, 0.10], [0.16, -0.52, 0.10], [0.75, -0.37, -0.38], [0.15, -0.06, -0.70], [1.06, 0.16, -0.12], [-0.99, -0.50, 1.62], [0.86, -1.08, 0.60], [-0.24, 0.21, 0.05], [-0.28, 0.11, -0.36], [-0.11, 0.05, -0.14], [0.38, 0.60, -0.29], [-0.52, 0.17, -0.17], [-0.15, 0.29, -0.42], [0.12, -0.27, -0.54], [-0.11, 0.27, -0.22]],
  "smiles": "Cc1ccccc1.CCC",
  "orbital_gap_ev": 10.04
}

***

{
  "formula": "C10H16",
  "method": "ωB97M-V/def2-TZVPD",
  "symbols": ["C", "C", "H", "H", "H", "H", "H", "H", "C", "C", "C", "C", "C", "C", "C", "C", "H", "H", "H", "H", "H", "H", "H", "H", "H", "H"],
  "coordinates": [[-2.469304, -1.252435, -0.779462], [-2.873348, 0.001068, 0.007845], [-1.947279, -1.832326, -0.075344], [-3.174404, -1.988993, -1.305965], [-1.954183, -1.000198, -1.663707], [-3.323728, 0.745803, -0.579855], [-2.055467, 0.314845, 0.511624], [-3.780020, -0.297244, 0.530921], [1.152061, -0.790893, 1.431666], [-0.091243, -0.879843, 2.372673], [1.352669, 0.124208, 0.299246], [1.890140, 1.355434, 0.421023], [0.983150, -0.336488, -1.054407], [2.140761, 2.214615, -0.665590], [1.204754, 0.554991, -2.059758], [1.771776, 1.834733, -1.912345], [1.903800, -0.720536, 2.045951], [1.278933, -1.883680, 1.023513], [-0.966085, -0.441179, 1.994741], [2.517718, 1.632027, 1.401419], [0.415450, -1.233078, -1.332549], [2.820010, 3.165413, -0.410548], [1.148737, 0.359863, -3.170264], [2.044176, 2.424103, -2.829639], [0.221825, -0.089456, 3.146896], [-0.210896, -1.980744, 2.651910]],
  "forces_ev_per_a": [[-1.69, -0.53, -1.21], [-3.77, -2.80, -2.16], [1.27, -1.05, 0.39], [-0.24, 1.33, 1.47], [1.68, 0.45, -0.63], [0.13, 1.35, -1.26], [2.05, 1.24, 1.95], [0.47, 0.06, 1.34], [-3.36, -4.34, -3.07], [2.17, 0.90, 0.75], [-2.20, -1.66, -2.54], [3.07, 1.73, 2.14], [-0.29, 1.42, 1.41], [1.89, 2.16, 1.70], [0.71, 0.81, -2.97], [0.49, 0.23, -0.92], [4.38, 0.59, 3.37], [-0.18, 1.89, 0.36], [-1.33, 0.00, -0.86], [-2.02, -0.61, -1.88], [0.66, 0.02, 0.77], [-1.87, -2.06, -0.92], [-0.70, -0.65, 1.41], [-0.46, -0.58, 1.13], [-0.85, -1.85, -0.08], [-0.01, 1.94, 0.28]],
  "smiles": "CCc1ccccc1.CC",
  "orbital_gap_ev": 9.99
}

***

{
  "formula": "C10H16",
  "method": "ωB97M-V/def2-TZVPD",
  "symbols": ["C", "C", "C", "C", "C", "C", "C", "H", "H", "H", "H", "H", "H", "H", "H", "C", "C", "C", "H", "H", "H", "H", "H", "H", "H", "H"],
  "coordinates": [[0.053798, -0.295870, 3.010407], [-1.330199, -1.304538, 1.112824], [-0.727986, -0.073593, 1.731030], [-2.084568, -1.175990, -0.021827], [-0.974025, 1.099172, 1.100636], [-2.239058, 0.080377, -0.681127], [-1.720304, 1.195413, -0.098179], [-1.056004, -2.155109, 1.547674], [-2.521877, -2.040454, -0.404243], [1.179157, -0.248473, 3.024683], [-0.253528, -1.240969, 3.599982], [-0.612537, 1.944471, 1.606818], [-2.807550, 0.200589, -1.505742], [-1.792499, 2.133188, -0.509901], [-0.392870, 0.633700, 3.618492], [1.887139, 0.058343, -1.649658], [2.188520, 0.054420, -3.078545], [3.024628, 0.313285, -0.759805], [1.094765, 0.844206, -1.364952], [1.479914, -0.954701, -1.444853], [3.086026, -0.465804, -3.267728], [2.463534, 1.018919, -3.575081], [3.809445, -0.519372, -0.964823], [3.616088, 1.251087, -0.962583], [1.340715, -0.332839, -3.658167], [2.899545, 0.225443, 0.265890]],
  "forces_ev_per_a": [[-1.33, 1.74, 2.30], [0.58, 6.36, -0.72], [-0.73, -4.63, -1.48], [0.70, 1.38, 0.17], [-0.39, -0.30, -0.21], [1.25, -1.01, 3.20], [1.20, -1.64, 1.73], [0.53, -3.69, 1.60], [-0.73, -1.27, -0.88], [-1.21, 0.14, -0.46], [0.36, 1.48, -1.20], [0.45, 1.48, 0.21], [-1.72, -0.02, -2.72], [-0.45, 2.01, -1.10], [1.53, -2.02, -0.50], [-2.82, 0.88, 1.68], [-0.23, 1.69, -2.39], [4.42, -0.85, -1.71], [0.64, -1.33, -0.66], [-0.07, 0.66, 0.32], [0.88, -1.43, -0.29], [-0.57, -0.13, 0.81], [-0.93, 1.18, 0.22], [-0.88, -0.63, 0.08], [0.39, -0.14, 0.02], [-0.89, 0.08, 1.96]],
  "smiles": "Cc1ccccc1.CCC",
  "orbital_gap_ev": 9.92
}

***

{
  "formula": "C10H16",
  "method": "ωB97M-V/def2-TZVPD",
  "symbols": ["C", "C", "C", "H", "H", "H", "H", "H", "H", "H", "H", "C", "C", "C", "C", "C", "C", "C", "H", "H", "H", "H", "H", "H", "H", "H"],
  "coordinates": [[-1.959962, -1.532325, -1.450734], [-1.084518, -0.375435, -1.971458], [-3.449535, -1.492612, -1.861042], [-1.599145, -2.522713, -1.701364], [-1.937573, -1.400556, -0.356671], [-0.515528, -0.060362, -1.091866], [-4.031665, -0.622207, -1.540881], [-3.496892, -1.625874, -2.925005], [-1.651016, 0.467128, -2.417529], [-0.298611, -0.758713, -2.640185], [-4.056963, -2.276969, -1.424270], [-0.207612, -0.382459, 1.724408], [3.308268, 1.091652, 1.985829], [3.235781, 2.049850, 0.959793], [2.157511, 0.313372, 2.222053], [1.061090, 0.331350, 1.387426], [2.177456, 1.964847, 0.035686], [1.124423, 1.077562, 0.180603], [4.138588, 1.093526, 2.684543], [3.881412, 2.901847, 0.925103], [2.101212, -0.171360, 3.178527], [2.342689, 2.588431, -0.866028], [-0.368845, -0.530591, 2.841018], [-0.208812, -1.413406, 1.403851], [0.368705, 1.097267, -0.567547], [-1.030459, 0.188749, 1.285742]],
  "forces_ev_per_a": [[-1.44, 0.83, 0.94], [0.40, -0.70, 0.11], [0.12, 0.04, 0.31], [0.40, -0.04, -0.01], [-0.02, -0.61, -0.25], [-0.52, 0.12, -0.67], [0.62, 0.43, -0.31], [-0.35, 0.20, -0.67], [0.39, -0.53, 0.24], [-0.46, 0.35, -0.25], [0.32, -0.66, 0.15], [-0.31, -0.21, 1.58], [-1.03, 1.17, -0.46], [-0.82, -1.35, 0.52], [0.91, 0.57, 0.08], [-0.16, 0.28, -0.97], [1.27, 0.41, -0.57], [1.32, 0.58, 1.41], [-0.16, -0.04, -0.01], [0.74, -0.01, -0.27], [-0.07, -0.58, 0.15], [-0.79, -0.31, 0.59], [0.21, 0.73, -1.19], [-0.09, -0.28, -0.69], [-0.33, 0.04, 0.03], [-0.17, -0.44, 0.23]],
  "smiles": "Cc1ccccc1.CCC",
  "orbital_gap_ev": 9.91
}

***

{
  "formula": "C10H16",
  "method": "ωB97M-V/def2-TZVPD",
  "symbols": ["C", "C", "H", "H", "H", "H", "H", "H", "C", "C", "C", "C", "C", "C", "C", "C", "H", "H", "H", "H", "H", "H", "H", "H", "H", "H"],
  "coordinates": [[2.641420, -1.170618, -0.143102], [3.204998, -1.390616, -1.509428], [1.902347, -0.325742, -0.047772], [1.773229, -1.916227, 0.063302], [3.279311, -1.248058, 0.725012], [2.761185, -2.337572, -1.941551], [4.276910, -1.471367, -1.475711], [2.874457, -0.574496, -2.226516], [-1.182087, -1.124015, 0.071875], [-2.321769, -1.571116, 0.950189], [-0.991857, 0.361732, 0.181584], [-2.092669, 1.097802, -0.222385], [0.214855, 0.958099, 0.637432], [-1.940798, 2.497766, -0.287792], [0.311078, 2.343685, 0.712549], [-0.711520, 3.063287, 0.046618], [-0.196603, -1.658299, 0.554514], [-1.435323, -1.409038, -1.012085], [-3.359363, -1.480828, 0.611795], [-3.064395, 0.735838, -0.348773], [1.012326, 0.232179, 1.096255], [-2.813696, 3.199478, -0.634541], [1.144301, 2.881678, 1.237508], [-0.570403, 4.123857, -0.093533], [-2.432925, -1.162633, 1.928009], [-2.283007, -2.654775, 1.126546]],
  "forces_ev_per_a": [[-4.15, -0.63, 1.14], [-1.25, -0.22, -1.70], [2.09, -0.28, -0.58], [1.75, 0.32, -0.27], [0.40, 0.25, -0.01], [0.82, 0.92, 0.34], [0.42, 0.01, -0.32], [0.70, -0.85, 0.84], [1.78, -1.16, 0.83], [-1.60, -2.00, 0.22], [0.40, -0.37, -0.58], [1.55, 2.93, 0.77], [-0.01, -1.42, 1.52], [-0.81, 0.71, -0.83], [-0.12, 0.14, -0.77], [0.11, 0.37, 0.98], [-2.31, 1.07, -1.79], [0.95, 0.14, 1.57], [0.25, 0.45, -0.87], [-1.08, -1.10, -0.49], [-1.92, 1.91, -0.68], [1.83, -1.54, 0.62], [-0.78, -0.69, -0.89], [-0.12, 0.22, 0.19], [0.81, 0.76, 0.86], [0.29, 0.05, -0.09]],
  "smiles": "CCc1ccccc1.CC",
  "orbital_gap_ev": 9.89
}